Entry 1:
Computed, not measured: a single C24H19N5O3S2 molecule at a distorted geometry, with ωB97M-V/def2-TZVPD.

```
53
Properties=species:S:1:pos:R:3:mulliken_charge:R:1
C -2.0462 4.1184 -1.0922 -0.717
H -3.1057 4.1142 -0.8198 0.400
O -1.6102 2.8345 -1.4758 -0.422
C -1.7258 1.8152 -0.5864 0.068
C -2.1489 1.9483 0.7317 -0.109
C -2.1736 0.8403 1.5626 -1.142
C -1.7873 -0.4029 1.1040 -0.723
C -1.4011 -0.5469 -0.2262 0.842
C -1.3742 0.5535 -1.0659 -0.285
H -1.0650 0.4607 -2.0953 0.630
C -1.0147 -1.8743 -0.7327 0.085
C -1.6999 -2.4845 -1.7602 0.797
C -2.8020 -1.8502 -2.3681 -0.263
N -3.6996 -1.3269 -2.8526 -0.641
C -1.3225 -3.8134 -2.2125 -0.069
O -1.8328 -4.4833 -3.0746 -0.651
N -0.2067 -4.3139 -1.5069 -0.066
C 0.4281 -3.6223 -0.5406 0.012
N 0.0516 -2.4516 -0.1322 -0.004
S 1.8441 -4.3399 0.1697 -0.222
C 2.4202 -2.9275 1.1533 -0.271
C 1.3175 -2.3987 2.0509 0.432
O 0.6792 -3.1212 2.7778 -0.638
N 1.1800 -1.0377 2.1453 0.074
C 1.4135 0.0080 1.2881 0.394
N 1.1404 1.2089 1.6450 -0.610
C 1.3354 2.1268 0.6507 -0.731
C 1.7682 1.5948 -0.5361 0.923
S 1.9621 -0.1285 -0.3712 -0.359
C 2.0003 2.2180 -1.8653 -1.824
H 1.2100 2.9351 -2.0832 0.390
H 2.9642 2.7276 -1.9039 0.379
H 1.9970 1.4519 -2.6376 0.456
C 1.0197 3.5183 0.9595 1.024
C 0.1974 3.7759 2.0590 -0.570
C -0.1588 5.0690 2.3866 -0.694
C 0.3039 6.1329 1.6281 -0.483
C 1.1423 5.8902 0.5535 -0.772
C 1.5030 4.5964 0.2207 -0.170
H 2.1815 4.4365 -0.5996 0.448
H 1.5236 6.7157 -0.0296 0.415
H 0.0219 7.1444 1.8797 0.398
H -0.8001 5.2505 3.2370 0.383
H -0.1519 2.9412 2.6452 0.569
H 0.5634 -0.7585 2.9041 0.309
H 3.2095 -3.3334 1.7892 0.416
H 2.8319 -2.1826 0.4787 0.311
H 0.1154 -5.2373 -1.7750 0.267
H -1.8043 -1.2661 1.7516 0.636
H -2.4976 0.9563 2.5860 0.400
H -2.4483 2.9075 1.1214 0.568
H -1.4537 4.5137 -0.2616 0.145
H -1.9038 4.7490 -1.9683 0.264
```

Summary:
HOMO energy ... -8.19 eV
LUMO energy ... -0.454 eV
Net charge ... 0

Entry 2:
Computed, not measured: a single C2H3F3 molecule at a distorted geometry, with ωB97M-V/def2-TZVPD.

```
8
Properties=species:S:1:pos:R:3:mulliken_charge:R:1
F 1.3832 -0.0940 1.0926 -0.258
F -0.1012 1.5059 0.7996 -0.242
F -0.7885 -0.4851 1.5153 -0.242
C -0.0970 -0.2134 -0.7579 -1.095
C 0.0765 0.1724 0.6938 0.910
H -0.1678 -1.2744 -0.8560 0.326
H 0.7433 0.1838 -1.3555 0.296
H -1.0484 0.2049 -1.1319 0.303
```

Summary:
ΔE to the lowest compared entry with this formula, charge and spin ... 5.51 kJ/mol
HOMO energy ... -13.33 eV
LUMO energy ... 0.985 eV
Net charge ... 0

Entry 3:
Computed, not measured: a molecular structure, C22H11Cl8N4O3ReS, with ωB97M-V/def2-TZVPD.

```
50
Properties=species:S:1:pos:R:3:mulliken_charge:R:1
Re -0.9800 -0.8370 1.1313 1.327
N -3.2024 2.9931 0.8927 -0.416
C -2.3095 1.9937 0.9097 0.668
S -2.7623 0.5342 1.7664 -0.517
N -1.1517 2.1308 0.3491 -1.383
N -0.3428 1.0435 0.5624 0.350
C 0.9359 1.2333 0.3668 0.512
C 1.5072 2.4770 -0.1684 0.133
C 2.5229 3.1212 0.5395 -0.200
C 3.0783 4.2907 0.0461 -0.921
C 2.6416 4.8052 -1.1654 -0.458
C 1.6335 4.1635 -1.8752 -0.908
C 1.0538 3.0135 -1.3734 -0.055
C 1.7979 0.1503 0.8453 0.410
C 3.1594 0.0794 0.6310 -0.521
C 3.8757 -0.9526 1.2277 -0.724
C 3.2119 -1.8741 2.0127 -0.932
C 1.8348 -1.7763 2.1334 0.065
N 1.1445 -0.7917 1.5654 -0.040
H -4.1492 2.8448 1.1919 0.213
H -2.9724 3.8452 0.4090 0.236
H 2.8604 2.7253 1.4895 0.560
H 3.8517 4.7973 0.6069 0.418
H 3.0841 5.7113 -1.5570 0.424
H 1.2941 4.5661 -2.8198 0.425
H 0.2578 2.5224 -1.9134 0.406
H 3.6449 0.8147 0.0069 0.689
H 4.9429 -1.0301 1.0723 0.488
H 3.7317 -2.6865 2.4980 0.452
H 1.2716 -2.5146 2.6882 0.413
O -1.2392 -1.1904 4.1890 -0.386
C -1.1734 -1.0215 3.0707 0.386
Cl -1.3672 -3.4799 1.6189 -0.124
C -2.6463 -3.0927 0.4625 1.187
C -2.6312 -1.7655 0.1267 -1.239
C -3.4593 -1.3787 -0.9138 0.754
Cl -3.3663 0.2286 -1.5380 -0.143
C -4.3284 -2.3006 -1.5072 -0.137
Cl -5.3745 -1.8023 -2.7688 -0.160
C -4.3426 -3.6361 -1.0862 0.704
Cl -5.4117 -4.7650 -1.8022 -0.158
C -3.4616 -4.0581 -0.0930 -0.344
Cl -3.3619 -5.6861 0.4249 -0.178
Cl 2.8051 -1.7906 -2.9234 -0.123
C 1.0737 -1.7951 -2.5872 0.913
Cl 0.2668 -3.0811 -3.4976 -0.117
Cl 0.3850 -0.2294 -3.0420 -0.122
C 0.8372 -2.1155 -1.0828 -0.056
O 1.5723 -2.8695 -0.5003 -0.487
O -0.2428 -1.5643 -0.6198 -0.287
```

Summary:
ΔE to the lowest compared entry with this formula, charge and spin ... 20.67 kJ/mol
HOMO energy (spin up / spin down) ... -11.42 / -11.66 eV
LUMO energy (spin up / spin down) ... -4.271 / -5.799 eV
Net charge ... +1
Multiplicity ... 2
Expectation value of S² ... 0.77

Entry 4:
Computed, not measured: a molecular structure, C6H9CaClN3O4 at a distorted geometry, with ωB97M-V/def2-TZVPD.

```
24
Properties=species:S:1:pos:R:3:mulliken_charge:R:1
Ca -0.0554 -2.8986 -3.5928 1.726
Cl -0.5557 -1.2344 -1.1679 1.772
O -0.2043 -0.6472 -2.4819 -0.715
O 0.2238 -2.4982 -1.1418 -0.767
O -0.2131 -0.4296 -0.0875 -0.504
O -1.9420 -1.5672 -1.1960 -0.488
C 2.8700 -1.4901 1.5309 -0.356
C 2.8596 -1.1823 2.9624 0.190
N 2.8356 -0.9452 4.0827 -0.326
H 1.8779 -1.8656 1.2964 0.044
H 3.7027 -2.1314 1.2623 0.318
H 3.0333 -0.5341 1.0290 0.117
C -3.8609 0.2332 1.1690 -0.569
C -5.2431 -0.1804 1.2114 0.226
N -6.3360 -0.5197 1.2269 -0.329
H -3.1999 -0.5271 1.5829 0.207
H -3.7029 1.1556 1.7226 0.329
H -3.5639 0.3757 0.1301 0.137
C 1.9686 2.3329 -1.6373 -0.384
C 1.8248 3.7743 -1.5119 0.154
N 1.7113 4.9083 -1.4174 -0.309
H 2.8748 2.0381 -2.1602 0.325
H 1.0918 1.9557 -2.1640 0.091
H 2.0027 1.8774 -0.6478 0.110
```

Summary:
ΔE to the lowest compared entry with this formula, charge and spin ... 181.23 kJ/mol
HOMO energy ... -13.46 eV
LUMO energy ... -7.250 eV
Net charge ... +1

Entry 5:
Computed, not measured: a molecular structure, C35H42Cl2InN2O3Sb at a distorted geometry, with ωB97M-V/def2-TZVPD.

```
86
Properties=species:S:1:pos:R:3:mulliken_charge:R:1
O -0.9788 -3.1201 1.3429 -0.373
C -0.6064 -4.3107 1.1394 -0.176
C -1.2349 -5.3472 1.9421 0.183
C -1.7059 -5.0348 3.2381 -0.338
H -1.5407 -4.0358 3.6390 0.445
C -2.4209 -5.9786 3.9823 -0.641
H -2.7468 -5.7441 5.0069 0.343
C -2.7342 -7.2336 3.4280 -0.381
H -3.2702 -7.9759 4.0108 0.382
C -2.2968 -7.5394 2.1392 -0.586
H -2.5492 -8.4977 1.7117 0.387
C -1.5485 -6.6279 1.4009 -0.407
H -1.2394 -6.8577 0.3905 0.450
H 0.0786 -4.5210 0.2850 0.906
C 2.3109 -3.8396 0.9874 -1.063
C 1.6410 -3.3880 -0.2128 0.289
H 3.4251 -3.8031 0.9119 0.386
H 2.0227 -4.8954 1.1649 0.295
H 2.0093 -3.2480 1.8764 0.126
C 1.9234 -2.6435 -1.2598 -0.744
C 3.1999 -1.8190 -1.3079 -1.072
H 1.3110 -2.6005 -2.1569 0.422
H 4.0862 -2.4524 -1.1476 0.450
H 3.2131 -1.0467 -0.5226 -0.003
H 3.3349 -1.3080 -2.2668 0.298
In -1.0802 -1.5971 -0.1378 1.315
Cl 0.5896 -0.3724 1.2206 -0.491
Cl -1.5968 -3.2057 -1.8317 -0.458
H -4.6046 -1.2726 4.0711 0.339
H -3.7235 0.5138 4.8215 0.311
C -4.1005 -1.3664 3.1047 -0.862
C -2.9796 0.6702 4.0407 -0.891
N -3.3958 -0.0966 2.8727 0.240
H -4.8231 -1.5268 2.2975 0.288
C -2.7753 0.0606 1.7204 0.178
O -2.7485 -0.9012 0.8859 -0.701
H -2.9192 1.7276 3.7787 0.338
H -2.3077 1.0205 1.5034 0.318
H -3.3952 -2.2109 3.0987 0.284
H -1.9907 0.3584 4.4087 0.322
H -1.1089 1.7922 -5.0613 0.408
H -3.2932 0.6654 -5.5162 0.320
C -0.7593 0.8861 -4.5614 -0.657
C -2.9451 -0.2072 -4.9632 -0.931
N -1.9060 0.1736 -4.0178 0.233
H -0.0733 1.1509 -3.7577 -0.079
C -1.9845 -0.2129 -2.7576 -0.032
O -1.0639 -0.0548 -1.8873 -0.458
H -3.7710 -0.6485 -4.4135 0.285
H -2.9269 -0.7000 -2.4687 0.367
H -0.2466 0.2644 -5.3032 0.320
H -2.5789 -0.9304 -5.6962 0.337
C 5.5931 2.9395 1.8051 -0.431
C 4.6937 2.1055 2.4892 -0.518
C 3.4225 1.8485 1.9448 -0.505
C 3.1231 2.3040 0.6594 0.358
C 4.0647 3.0245 -0.0765 -0.236
C 5.2630 3.4162 0.5274 -0.638
Sb 1.1978 1.9733 -0.3081 0.795
C 0.0258 3.5436 0.6618 0.565
C -1.3410 3.6473 0.3934 -0.515
C -2.0548 4.7615 0.8627 -0.750
C -1.3981 5.7700 1.5832 -0.531
C -0.0311 5.6396 1.8655 -0.507
C 0.6675 4.4946 1.4571 -0.453
C 1.5210 2.7497 -2.3504 -0.222
C 0.7597 3.8278 -2.7977 -0.364
C 0.8280 4.2015 -4.1499 -0.642
C 1.7256 3.5635 -5.0143 -0.560
C 2.5670 2.5579 -4.5194 -0.573
C 2.4354 2.1158 -3.1929 -0.197
H 6.5504 3.2155 2.2631 0.361
H 4.9699 1.6607 3.4500 0.348
H 2.6913 1.2944 2.5346 0.343
H 3.8664 3.2970 -1.1124 0.304
H 5.9395 4.0878 0.0009 0.384
H -1.8606 2.8811 -0.1807 0.459
H -3.1263 4.8484 0.6553 0.396
H -1.9506 6.6530 1.9263 0.352
H 0.4915 6.4312 2.4054 0.379
H 1.7115 4.3679 1.7494 0.388
H 0.1149 4.3821 -2.1160 0.404
H 0.1943 5.0099 -4.5213 0.381
H 1.7811 3.8603 -6.0680 0.371
H 3.3300 2.1187 -5.1672 0.365
H 3.0592 1.2960 -2.8337 0.473
```

Summary:
ΔE to the lowest compared entry with this formula, charge and spin ... 395.49 kJ/mol
HOMO energy (spin up / spin down) ... -4.66 / -4.29 eV
LUMO energy (spin up / spin down) ... -0.040 / -0.142 eV
Net charge ... 0

Entry 6:
Computed, not measured: a molecular structure, C16H11BrCl2N3OSe3TeTi at a distorted geometry, with ωB97M-V/def2-TZVPD.

```
39
Properties=species:S:1:pos:R:3:mulliken_charge:R:1
Ti -1.9325 1.8449 -1.3015 0.700
Se -3.0705 1.8573 -3.4748 -0.405
Se -4.2754 0.6318 -1.8412 -0.246
Te -4.3909 1.9343 0.3283 -0.008
Se -2.0552 1.6789 1.1882 -0.315
Br -0.9842 -3.2723 4.5896 -0.181
C 0.4243 -2.8367 3.4105 0.232
C 0.6876 -1.5025 3.1481 -0.655
C 1.7076 -1.1792 2.2595 -0.043
C 2.4496 -2.1965 1.6314 -0.081
C 2.2010 -3.5294 1.9821 -0.144
C 1.1775 -3.8655 2.8540 -0.599
N 3.6375 -1.9737 0.8274 -0.383
N 3.7401 -1.0984 -0.0554 -0.533
C 2.6659 -0.2485 -0.4490 -0.088
C 3.0120 1.0914 -0.6638 -0.266
C 2.1225 2.0619 -1.0533 -0.861
C 0.8091 1.6919 -1.2943 1.115
O -0.0383 2.6413 -1.6245 -0.695
C 0.4456 0.3163 -1.1718 0.179
N -0.8399 -0.0154 -1.4050 -0.053
C -1.2980 -1.2775 -1.3432 0.111
C -0.4105 -2.3209 -1.1433 -1.137
C 0.9068 -1.9995 -0.8711 -0.450
C 1.3646 -0.6760 -0.7909 0.573
H 0.0814 -0.7428 3.6243 0.443
H 1.9197 -0.1440 2.0538 0.435
H 2.8618 -4.2724 1.5643 0.476
H 0.9820 -4.8890 3.1305 0.447
H 4.0555 1.3045 -0.4955 0.431
H 2.3671 3.1040 -1.2006 0.448
H -2.3642 -1.4172 -1.4715 0.296
H -0.7351 -3.3486 -1.1650 0.411
H 1.6196 -2.7873 -0.6940 0.707
Cl -5.1675 5.1157 -0.8995 -0.133
C -3.7804 5.1357 -1.9460 -0.282
Cl -2.3327 4.4306 -1.2201 0.050
H -3.5349 6.1755 -2.1628 0.342
H -4.0284 4.5770 -2.8538 0.164
```

Summary:
ΔE to the lowest compared entry with this formula, charge and spin ... 16.94 kJ/mol
HOMO energy (spin up / spin down) ... -7.75 / -7.75 eV
LUMO energy (spin up / spin down) ... -0.972 / -1.043 eV
Net charge ... 0
Multiplicity ... 2
Expectation value of S² ... 0.76

Across the entries above, total energy takes the values -2221.8977, -377.6240, -5447.5489, -1836.4974, -3044.7469, -12672.0847 a.u., respectively.